DFT (the ωB97M-V functional and the def2-TZVPD basis) results for a gas-phase ion, C22H24BF4O2 (charge +1).

```
53
C22H24BF4O2, DFT the ωB97M-V functional and the def2-TZVPD basis
F -7.26698 -3.84151 6.06916
F -8.39737 0.50002 4.44028
F -1.95485 2.79091 7.88167
F -3.24433 3.96348 3.43187
O -0.72787 0.50840 0.15227
O 0.48466 1.16125 2.03538
C -3.50399 -0.69200 4.95635
C -3.41806 1.67424 4.15316
C -6.86868 -2.58067 5.63178
C -1.93129 2.56650 0.46999
C 1.96890 2.18463 0.44586
C 0.58156 2.25315 1.09167
C -2.78373 1.11429 6.42048
C 0.46950 3.52628 1.90014
C -6.05700 -0.03898 4.89731
C -2.42120 2.43934 6.63127
C -5.05414 -0.99920 5.17222
C -2.56079 3.41296 5.64811
C -0.31136 2.33722 -1.38418
C -5.52165 -2.21571 5.71436
C -0.59346 1.95252 0.05471
C -1.51162 -0.75282 3.49768
C -2.92474 -1.25395 3.82451
C -0.82250 -1.02559 2.29572
C -3.04434 3.00401 4.39947
C -7.41600 -0.41225 4.83324
C -3.27388 0.76088 5.19000
C -7.86641 -1.69804 5.18459
B -0.31716 0.22162 1.44184
H -2.72055 2.18937 -0.19245
H -2.29924 4.45800 5.84388
H 2.08113 1.29721 -0.19353
H -2.20581 2.30632 1.50193
H -3.30015 -1.45840 2.74697
H -3.28101 -2.25613 4.09152
H 2.73485 2.14605 1.23148
H 1.27201 3.54607 2.64638
H -0.48833 3.58473 2.42876
H -8.92609 -1.99586 5.13740
H -1.90225 3.65763 0.37530
H 0.57500 4.40060 1.24831
H 2.14844 3.08337 -0.15797
H -1.13824 2.02069 -2.02920
H -1.44690 -1.58070 1.62907
H -3.84423 1.40865 3.19252
H -0.23566 3.42949 -1.45716
H -5.82289 0.98839 4.62695
H -2.75650 0.38147 7.22050
H 0.61645 1.90048 -1.76707
H -3.05254 -1.21903 5.80516
H -1.01610 -0.23750 4.26822
H -4.80929 -2.93535 6.10247
H 0.11251 -1.54232 2.47819
```

Results
Gap between HOMO and LUMO   6.128 eV
Charge   +1
Energy above the lowest of the compared OMol25 structures with the same formula, charge and spin   2.16 kJ/mol
Largest force on an atom   0.137 hartree/bohr

Here are the Löwdin charges for atoms 1 to 2, given in e: number 1, F, carries 0.04; number 2, F, carries 0.04